Entry 1:
This record from the Open Molecules 2025 dataset describes a molecular structure, C4H10O2 at a distorted geometry. The level of theory is the ωB97M-V functional and the def2-TZVPD basis.

Element x y z (Å)
O: -1.81385 1.26374 0.21494
O: -1.26031 -1.51085 -0.75684
C: -0.34472 -0.70453 -0.18977
C: 0.22597 0.27898 -1.00303
C: 0.07294 -1.00133 1.21139
C: 1.57522 0.87929 -0.67454
H: 0.43577 -0.10725 1.71330
H: 2.37769 0.14175 -0.58046
H: -1.76858 -1.96897 -0.07019
H: 0.05645 0.10072 -2.06464
H: -0.93027 1.16072 -0.65893
H: 0.87857 -1.74499 1.18935
H: -0.75276 -1.40781 1.79891
H: -2.16240 1.58979 1.05888
H: 1.52687 1.44451 0.25878
H: 1.88339 1.58621 -1.44714

total charge: 0
HOMO energy: -8.5380 eV
E_LUMO: 0.02369 Ha
Kohn-Sham gap: 9.2 eV

---

Entry 2:
This record from the Open Molecules 2025 dataset describes C7H12 in the gas phase. The level of theory is the ωB97M-V functional and the def2-TZVPD basis.

Element x y z (Å)
C: 1.01081 1.26241 -0.37821
C: -1.97103 -0.77082 1.20192
C: -1.25127 0.27212 0.34371
C: 0.94845 -1.10457 0.11704
C: 2.31197 0.63908 -0.86769
C: 0.28048 0.24353 0.48796
C: 1.17262 0.91255 -1.81045
H: 0.51533 0.46504 1.53830
H: -3.05822 -0.70871 1.07573
H: -1.75368 -0.62796 2.26738
H: 1.99675 -0.92010 -0.22962
H: 0.42801 -1.62422 -0.69465
H: 1.04549 2.30348 -0.06323
H: 1.07041 -1.77891 0.96419
H: -1.66749 -1.78993 0.93546
H: 0.58744 0.12636 -2.28624
H: -1.52186 0.12746 -0.71144
H: -1.61728 1.27421 0.61350
H: 1.47308 1.69899 -2.50367

total charge: 0
HOMO energy: -8.6963 eV
E_LUMO: 0.00684 Ha
Kohn-Sham gap: 8.9 eV

---

Entry 3:
This record from the Open Molecules 2025 dataset describes 2 unconnected molecules or ions with the total composition C3H4N2OS2 at a distorted geometry. The level of theory is the ωB97M-V functional and the def2-TZVPD basis.

Element x y z (Å)
S: -2.86642 0.09701 -2.16384
S: -0.98332 -1.72792 -0.00682
O: -4.07131 -0.33223 -2.82316
N: -0.79635 0.00328 1.74392
N: -1.65097 0.04388 -3.06361
C: 0.41554 -0.64218 1.86955
C: -1.73192 -0.45456 0.90349
C: 0.52088 -1.61500 0.91770
H: 1.40781 -2.30508 0.77276
H: -1.07035 0.50267 2.60239
H: -1.56927 -0.47471 -3.92350
H: 1.20946 -0.09975 2.46353

total charge: 0
HOMO energy: -9.0506 eV
E_LUMO: -0.01008 Ha
Kohn-Sham gap: 8.8 eV

---

Entry 4:
This record from the Open Molecules 2025 dataset describes 2 unconnected molecules or ions with the total composition C3H2O4 at a distorted geometry. The level of theory is the ωB97M-V functional and the def2-TZVPD basis.

Element x y z (Å)
O: 1.46463 3.15043 1.59368
O: 0.61884 -0.20859 -0.96398
O: 1.25414 1.63227 3.24824
O: -0.29065 0.11691 1.05818
C: 1.31038 2.40380 2.43933
C: 0.64000 1.01683 -1.28069
C: -0.17601 -0.65264 0.14754
H: -0.47901 -1.73052 0.14074
H: 0.17833 1.59137 -0.55618

total charge: 0
HOMO energy: -8.7932 eV
E_LUMO: -0.01208 Ha
Kohn-Sham gap: 8.5 eV

---

Entry 5:
This record from the Open Molecules 2025 dataset describes 2 unconnected molecules or ions with the total composition C3H11NS at a distorted geometry. The level of theory is the ωB97M-V functional and the def2-TZVPD basis.

Element x y z (Å)
S: -1.22244 1.32726 1.96279
N: 1.01300 -2.34663 -1.44472
C: 2.00957 -1.52194 -0.79352
C: 0.39064 -1.79012 -2.75065
C: -0.88897 2.65440 1.06524
H: -0.57955 -2.23086 -2.89082
H: 2.90168 -1.34876 -1.50258
H: 1.06517 -2.11190 -3.55101
H: 0.24710 -0.60670 -2.67118
H: -2.10801 1.35044 2.95903
H: 0.17125 -2.46828 -0.78920
H: 1.64704 -0.49896 -0.61857
H: 2.33018 -2.14996 0.07073
H: -1.52041 3.57664 1.17421
H: 0.13407 3.05548 1.46351
H: -0.88788 2.56909 -0.06216

total charge: 0
HOMO energy: -8.7040 eV
structure (SMILES): CNC.CS
E_LUMO: 0.03119 Ha
Kohn-Sham gap: 9.6 eV

---

- Which of these has the highest HOMO energy?
  C4H10O2

---

- Which value of HOMO energy does entry 3 give?
  -9.0506 eV